Formula: C4H6F3O
Source: OMol25
Level of theory: ωB97M-V with the def2-TZVPD basis set

```
14
Properties=species:S:1:pos:R:3:forces:R:3
F -3.27864 -0.41808 0.64780 0.549 -0.239 -0.006
F -2.48269 -0.11293 -1.32338 0.362 -0.242 -0.160
F -1.96324 1.28153 0.25628 -0.744 0.399 -0.381
O -1.10804 -0.65243 0.38027 4.137 -0.410 -1.822
C 0.45396 0.02369 -0.54557 -3.216 1.969 4.291
C -2.20705 -0.03294 -0.02537 -0.743 2.033 0.432
C 1.54166 -0.74787 0.10551 -1.666 -1.652 2.238
C 1.24507 0.94715 0.25685 -3.159 -1.239 -0.912
H 0.50390 -1.45895 0.34533 2.455 0.821 -0.165
H 1.95765 -0.64853 1.12752 -0.577 0.022 0.131
H 2.29871 -1.05105 -0.53397 1.178 -0.856 -1.295
H 1.91795 1.49099 -0.33635 1.207 0.624 -0.577
H 0.89155 1.38416 1.21203 0.371 -0.948 -0.425
H 0.22920 -0.00475 -1.56695 -0.154 -0.283 -1.350
```
Forces are in eV/Å.

**Total charge**: +1
**Strongest force on any atom**: 5.71 eV/Å
**Electronic energy**: -530.3874 hartree

***

Formula: C37H33PtS4Sb2
Source: OMol25
Level of theory: ωB97M-V with the def2-TZVPD basis set

```
77
Properties=species:S:1:pos:R:3:forces:R:3
Pt -2.08057 1.37946 -1.44156 -0.385 -0.371 -0.013
Sb 2.92880 3.11789 -1.45532 -0.080 0.060 0.016
Sb -0.34126 -0.33205 -0.70358 0.049 0.014 0.071
S -3.13773 4.40544 -0.59787 -0.225 -0.007 0.191
S -0.62149 3.16391 -2.11805 -0.271 0.311 0.009
S -1.81396 4.92441 -2.02582 0.423 -0.250 -0.258
S -3.97962 2.71239 -1.42585 0.021 0.004 -0.011
C -4.19152 -2.18378 -2.58954 0.000 0.068 -0.005
C -0.67163 -2.35566 -1.25801 0.004 -0.045 -0.014
C 5.87263 2.33582 -1.83416 -0.012 -0.031 0.052
C -1.20989 -4.97991 -2.03571 0.009 0.007 -0.017
C 1.81848 -0.37132 -0.64423 -0.020 0.107 -0.010
C -0.77351 -0.90736 4.15830 0.008 -0.011 -0.009
C -5.04711 -0.34003 2.01367 -0.057 -0.079 -0.005
C -0.30287 -4.21389 -2.75501 0.005 0.017 -0.006
C -1.30559 0.29220 2.14474 0.081 0.008 -0.023
C -1.57915 -3.13076 -0.54133 0.025 -0.098 -0.050
C -0.01543 -1.80762 3.41821 -0.017 0.014 0.001
C -1.41729 0.14166 3.52155 0.007 0.006 -0.033
C -4.96498 -1.86798 -0.33616 0.016 -0.036 -0.005
C 2.63241 3.85291 2.83366 -0.072 -0.014 -0.007
C -1.84865 -4.43643 -0.93048 0.021 0.064 0.047
C -4.31251 0.09361 0.94993 -0.005 -0.033 -0.096
C 5.00891 1.33866 0.15974 0.025 0.009 -0.049
C 0.40603 3.22543 2.20392 -0.042 -0.034 -0.015
C -4.93918 -2.62019 -1.53510 -0.010 0.022 0.056
C 7.26603 0.86710 -0.53706 0.002 0.004 -0.005
C 7.08905 1.69048 -1.63889 -0.031 0.012 0.000
C -5.71955 -2.29756 0.78876 0.005 -0.027 -0.066
C 6.22322 0.69542 0.36371 -0.031 0.011 0.000
C 0.09434 -1.65464 2.04413 -0.042 0.040 0.004
C -3.38893 -0.24067 -1.33596 0.337 0.280 -0.137
C 2.17773 3.12610 0.56432 0.010 -0.017 0.037
C -5.75217 -1.56511 1.93767 0.031 0.088 0.035
C 1.29460 3.67739 3.16657 0.090 0.015 -0.022
C 2.19711 1.34368 -2.46566 -0.005 -0.059 0.074
C 0.84175 2.93678 0.91619 0.158 -0.059 0.030
C -0.55190 -0.60160 1.39512 0.040 -0.067 0.053
C -4.21487 -0.66417 -0.24950 0.008 0.111 0.153
C 2.55758 -0.03562 -1.93416 -0.076 0.008 0.019
C 4.80968 2.16890 -0.94491 0.094 -0.010 -0.025
C -3.41724 -1.00878 -2.47918 -0.082 -0.133 -0.084
C -0.03713 -2.90579 -2.36885 -0.059 -0.057 0.023
C 3.06259 3.59360 1.53967 -0.017 0.007 0.006
H 0.48683 -2.63062 3.91193 -0.001 -0.001 0.003
H 0.66223 -2.31528 -2.94970 0.006 0.004 -0.006
H -4.16668 -2.75180 -3.51272 0.005 0.001 -0.003
H 8.21177 0.36344 -0.37848 -0.002 0.002 0.000
H -5.51229 -3.53896 -1.59622 -0.011 0.002 0.006
H 3.33795 4.20809 3.57530 0.002 0.002 0.002
H 0.19443 -4.63169 -3.62212 -0.001 0.000 0.002
H -1.42450 -5.99639 -2.34215 0.004 0.000 0.000
H 2.32733 -0.78290 -2.70225 -0.017 -0.013 0.011
H -2.09256 -2.71466 0.31771 -0.025 0.011 -0.005
H -1.80276 1.11255 1.64115 0.021 0.007 0.016
H 6.35294 0.05450 1.22780 0.000 0.001 -0.002
H 0.13023 2.60117 0.16807 0.027 0.147 0.167
H 2.07352 -1.36731 -0.27741 -0.001 -0.012 -0.001
H -2.80579 -0.72271 -3.32873 0.011 0.013 0.009
H 0.94898 3.89911 4.16898 -0.005 0.001 -0.004
H -5.10074 0.25560 2.91674 -0.006 0.008 0.003
H -6.27594 -3.22608 0.71140 0.005 0.004 0.003
H -6.32967 -1.90919 2.78751 0.000 0.002 0.000
H -3.80371 1.04677 0.97188 -0.011 0.002 0.004
H -2.00831 0.84700 4.09322 -0.003 -0.007 0.002
H 2.56616 1.49064 -3.48385 0.065 -0.040 0.011
H -2.57032 -5.02167 -0.37354 0.005 0.002 -0.004
H 0.67610 -2.37262 1.47590 -0.001 0.005 -0.007
H 4.20908 1.19135 0.87618 -0.011 -0.002 -0.003
H -0.64414 3.11171 2.44335 0.018 -0.029 0.012
H 1.11541 1.45393 -2.52563 -0.019 0.032 -0.094
H 2.06959 0.34568 0.14229 0.013 -0.006 -0.011
H -0.86158 -1.02781 5.23113 0.001 0.002 0.000
H 4.10524 3.76534 1.29193 -0.006 -0.002 0.000
H 7.89761 1.83527 -2.34553 -0.001 -0.001 0.002
H 5.75478 2.98215 -2.69865 -0.007 0.001 0.005
H 3.63362 -0.11694 -1.75340 0.013 0.021 -0.026
```
Forces are in eV/Å.

**Total charge**: -1
**Strongest force on any atom**: 0.55 eV/Å
**Electronic energy**: -3622.4052 hartree

***

Formula: C4H7FN2S
Source: OMol25
Level of theory: ωB97M-V with the def2-TZVPD basis set

```
15
Properties=species:S:1:pos:R:3:forces:R:3
S 2.13945 -0.65630 -0.53088 0.225 -0.290 -0.554
F -2.29193 -1.24517 -0.46942 0.890 0.090 0.501
N -0.77143 1.25144 -0.03370 -0.174 -0.798 0.546
N -2.10069 1.39946 -0.26875 -0.104 -0.076 0.040
C -1.38647 -1.05440 0.61675 0.597 0.053 0.630
C 2.07270 0.99846 0.16708 -0.835 0.260 0.083
C 1.08551 0.03785 0.76850 0.278 -0.792 0.281
C -0.37376 0.11706 0.42517 -0.829 0.482 -0.495
H 1.57068 1.77971 -0.43306 0.702 -0.488 0.289
H -0.87750 -2.02338 0.77190 -0.151 0.541 -0.151
H -2.26673 2.22011 -0.81493 -0.183 0.118 -0.202
H -2.63288 0.56617 -0.52154 0.249 0.562 -0.085
H 1.36278 -0.39595 1.73696 -0.347 0.292 -0.246
H -2.02274 -0.84242 1.50372 0.319 -0.055 -0.523
H 2.97951 1.25300 0.72785 -0.637 0.100 -0.115
```
Forces are in eV/Å.

**Strongest force on any atom**: 1.08 eV/Å
**Electronic energy**: -764.1081 hartree
**Structure (SMILES)**: N/N=C(\CF)[C@@H]1CS1

***

Formula: C5H12NSe
Source: OMol25
Level of theory: ωB97M-V with the def2-TZVPD basis set

```
19
Properties=species:S:1:pos:R:3:forces:R:3
Se 2.12228 0.35798 -0.58625 1.339 -0.390 1.610
N -2.72400 1.37969 -0.46392 0.321 0.002 3.068
C 0.61512 -0.36947 0.20812 0.579 1.140 0.792
C -0.26661 -1.34378 -0.37042 -1.732 -2.095 -3.292
C 3.58204 0.46258 0.96601 -0.886 0.988 -0.608
C -1.74853 -0.93900 -0.30047 2.072 2.717 1.500
C -1.62582 0.56386 -0.65655 0.271 -0.193 -0.713
H -2.36587 -1.40936 -0.99907 -1.120 -1.036 -0.643
H -1.30755 0.67268 -1.71460 0.358 0.008 0.680
H -2.05711 -0.93734 0.74222 -0.536 -0.615 -0.030
H -2.81858 2.18590 -1.04567 0.088 0.420 -0.249
H 3.57476 -0.33426 1.65507 -0.952 -1.189 0.637
H 4.50819 0.32445 0.47675 0.773 -0.061 -1.286
H -0.22851 -2.32219 0.04410 0.616 -0.760 1.364
H 0.57406 -0.37832 1.28992 0.262 0.299 0.269
H -0.07135 -1.68082 -1.42062 0.297 1.139 0.410
H -0.53890 0.77637 0.07945 -0.849 -0.005 -0.890
H 3.69988 1.38955 1.53255 -0.862 0.165 -0.468
H -2.92351 1.60148 0.56338 -0.042 -0.533 -2.151
```
Forces are in eV/Å.

**Total charge**: +1
**Strongest force on any atom**: 4.27 eV/Å
**Electronic energy**: -2653.5252 hartree

***

Formula: C4H10NO2S
Source: OMol25
Level of theory: ωB97M-V with the def2-TZVPD basis set

```
18
Properties=species:S:1:pos:R:3:forces:R:3
S 0.65574 -2.03441 2.22671 0.081 0.129 -0.088
O 1.76685 1.39654 1.74988 0.154 -0.042 -0.612
O 1.09263 1.38509 -1.90059 -0.146 -0.205 0.417
N 0.40397 -0.62656 -1.17794 0.159 0.009 0.596
C -0.51102 -1.12176 1.15453 0.353 -0.172 1.049
C -0.36095 -1.50850 -0.30190 -1.242 0.240 -0.417
C -1.04301 1.36096 -0.87660 -0.193 0.043 0.370
C 0.25074 0.70995 -1.29619 0.363 0.537 -0.993
H 0.05028 -2.52029 -0.29904 0.129 0.260 -0.338
H 2.17651 1.77653 0.96025 -0.131 0.026 0.150
H -1.74807 1.26685 -1.70391 -0.016 0.033 -0.040
H 1.31035 -0.92869 -1.48732 0.170 -0.106 0.034
H -0.38270 -0.06354 1.38968 -0.002 0.047 -0.471
H -1.55171 -1.33813 1.40618 -0.076 -0.146 0.261
H -0.89049 2.41660 -0.65001 0.218 -0.103 -0.289
H -1.48661 0.92693 0.00763 -0.134 -0.298 0.062
H -1.39160 -1.55755 -0.70223 0.310 -0.140 -0.247
H 1.65910 0.45998 1.50086 0.004 -0.111 0.557
```
Forces are in eV/Å.

**Total charge**: -1
**Strongest force on any atom**: 1.33 eV/Å
**Electronic energy**: -761.8897 hartree

***

Formula: C24H31N3O7S2
Source: OMol25
Level of theory: ωB97M-V with the def2-TZVPD basis set

```
67
Properties=species:S:1:pos:R:3:forces:R:3
S -0.84025 -1.56459 -1.01425 0.288 0.259 0.374
S 0.85746 3.93549 1.55782 -0.242 0.412 0.003
O -1.73193 -1.30613 -2.10765 0.230 0.283 -0.147
O -2.46386 2.74758 1.24993 -0.026 0.275 0.201
O -1.31868 -2.36231 0.07800 0.235 -0.103 0.114
O 1.45674 0.61806 -3.31492 -0.078 0.147 -0.233
O 0.55119 -5.96305 -1.93196 0.260 0.132 -0.040
O 1.54869 3.67099 2.78427 -0.257 -0.279 0.132
O 1.43779 4.82544 0.60135 -0.288 -0.033 -0.301
N 2.49754 -0.30250 -1.50032 0.331 -0.210 0.162
N 0.60155 -2.25110 -1.54637 -0.896 0.283 0.181
N -0.62156 4.59070 1.94817 0.978 -0.097 -0.331
C 3.05910 0.80193 -0.84036 0.154 0.195 -0.006
C -1.39317 3.98861 3.00723 -0.292 -0.570 0.189
C 0.74758 1.19598 1.43999 0.007 -0.106 -0.005
C -2.03237 2.65235 2.60043 -0.019 0.042 0.456
C -3.53425 1.83576 1.03613 -0.323 -0.185 -0.220
C -1.70863 -5.49752 -1.30786 0.169 -0.016 0.006
C -0.51891 1.17275 -1.04267 -0.099 0.083 -0.088
C -0.11846 2.37552 -0.48184 0.045 -0.122 -0.061
C 1.05771 -1.70074 -2.80637 -0.112 0.394 -0.383
C -1.27250 -4.59226 -2.45967 0.197 -0.115 0.023
C -3.28350 2.24938 3.38142 0.258 0.021 -0.248
C 0.35474 -0.00813 0.87900 -0.054 0.044 0.152
C 4.13201 1.64585 1.13973 0.040 -0.055 -0.027
C 0.80879 -3.65818 -1.28252 -0.115 -0.788 0.108
C 3.61305 0.58680 0.41883 0.076 -0.014 -0.134
C -0.28020 0.00037 -0.34981 -0.301 -0.328 -0.150
C -3.93537 1.26881 2.40660 0.107 0.078 -0.069
C -0.54921 -6.49936 -1.20409 -0.259 -0.313 0.188
C 1.68200 -0.31795 -2.58314 0.209 -0.323 -0.153
C 0.24982 -4.64097 -2.33540 -0.041 0.380 -0.086
C 4.10507 2.92558 0.61246 0.060 0.047 0.003
C 3.05266 2.08300 -1.37961 0.012 0.003 -0.217
C 0.49554 2.36946 0.75449 0.154 0.436 0.322
C 3.57302 3.13579 -0.64801 0.104 -0.120 0.062
H 1.88369 -3.84642 -1.18079 -0.086 0.055 0.033
H -0.79885 -7.46322 -1.66005 0.011 0.074 0.094
H -1.80663 -4.91139 -0.39448 -0.045 -0.040 0.014
H -3.51637 0.27105 2.53597 -0.038 -0.033 0.029
H -2.65567 -5.99379 -1.50555 -0.042 0.009 0.041
H -3.20712 1.04680 0.34860 -0.062 0.084 0.037
H 3.62826 -0.41297 0.83156 -0.010 -0.116 0.065
H 4.49269 3.75480 1.18123 0.028 0.105 0.087
H 2.54728 -1.17161 -0.98374 -0.128 0.179 -0.083
H -4.35039 2.39432 0.56727 0.056 -0.104 0.004
H 0.75549 -4.47746 -3.29353 -0.077 0.005 0.056
H -0.27775 3.31230 -0.99005 -0.082 0.092 -0.156
H -0.24709 -6.67519 -0.16583 -0.050 -0.015 -0.092
H -1.57073 -5.01896 -3.41831 0.012 0.065 -0.023
H 0.22999 -1.59114 -3.51547 0.259 0.029 -0.039
H 1.81261 -2.35992 -3.24085 -0.040 -0.007 0.084
H 4.55217 1.47150 2.11861 0.029 -0.020 0.102
H -1.01890 1.12762 -1.99672 -0.016 0.084 -0.120
H -1.28185 1.85003 2.68144 -0.159 0.119 0.033
H 2.63269 2.24706 -2.35723 -0.019 0.011 -0.041
H -5.01479 1.21288 2.52415 -0.029 -0.072 0.004
H 3.55024 4.13113 -1.06072 -0.032 0.098 -0.044
H 1.23725 1.25290 2.39964 0.036 -0.098 0.099
H 0.50354 -0.94924 1.38460 0.095 -0.075 0.155
H -1.67087 -3.58538 -2.37857 -0.121 -0.087 -0.160
H -3.04910 1.80492 4.34472 -0.014 -0.010 0.098
H -2.17013 4.70209 3.29650 0.078 -0.042 -0.008
H -0.71020 3.83939 3.84433 -0.206 0.017 0.123
H 0.32849 -3.85483 -0.32397 0.175 -0.194 0.014
H -3.92097 3.12175 3.53233 0.004 0.072 0.047
H -1.16617 4.75958 1.11583 -0.040 0.079 -0.229
```
Forces are in eV/Å.

**Strongest force on any atom**: 1.04 eV/Å
**Electronic energy**: -2420.4493 hartree
**Structure (SMILES)**: O=C(CN(C[C@@H]1CCCO1)S(=O)(=O)c1ccc(S(=O)(=O)NC[C@H]2CCCO2)cc1)Nc1ccccc1

***

Formula: C6H8Br3P
Source: OMol25
Level of theory: ωB97M-V with the def2-TZVPD basis set

```
18
Properties=species:S:1:pos:R:3:forces:R:3
Br -2.41605 -0.90730 -1.85986 0.198 -0.188 1.280
Br -2.28442 2.06057 0.03809 -0.041 0.833 -0.677
Br -2.39622 -2.66575 0.85969 0.109 -1.102 0.216
P -2.42215 0.26111 1.19242 0.156 -1.433 -0.035
C 0.65488 0.18498 1.64350 -0.067 -1.597 -0.126
C -2.28637 -1.00837 0.08195 -0.769 1.933 -0.836
C 1.27077 -0.43968 -2.15677 -3.780 2.938 1.063
C 0.63579 1.48835 1.94316 -1.634 -2.085 4.261
C 1.08633 -0.50183 0.37904 -1.043 1.563 -1.905
C 0.99636 0.17475 -0.81919 1.295 -0.101 1.261
H 0.22981 1.79311 3.01404 0.773 -0.624 -2.460
H 0.78091 1.25230 -0.86036 -0.150 -0.465 0.455
H 1.82593 -1.23786 -2.05717 2.708 -4.377 0.180
H 1.07040 2.23880 1.41508 1.088 1.950 -1.763
H 1.19170 -1.61449 0.32760 0.169 1.113 0.398
H 1.54742 0.13637 -2.97805 1.405 1.729 -0.800
H 0.23451 -0.57608 2.35075 0.375 1.032 -0.287
H 0.28039 -0.63899 -2.51389 -0.793 -1.116 -0.226
```
Forces are in eV/Å.

**Strongest force on any atom**: 5.15 eV/Å
**Electronic energy**: -8296.7129 hartree

***

Formula: C8H12S
Source: OMol25
Level of theory: ωB97M-V with the def2-TZVPD basis set

```
21
Properties=species:S:1:pos:R:3:forces:R:3
S 6.22822 -1.16204 0.38301 0.254 0.079 0.036
C 0.15734 -1.12325 2.36418 0.053 -0.122 0.074
C -0.58919 -0.06642 0.32285 -0.029 -0.006 -0.144
C -0.12754 -1.19569 1.00012 0.020 -0.130 -0.076
C -0.01943 0.07848 3.05098 0.033 0.009 0.143
C 5.96000 0.52999 0.99597 -0.237 0.326 -0.274
C -0.48109 1.20775 2.37372 -0.016 0.129 0.071
C 6.48264 0.75612 2.40764 0.009 -0.013 0.191
C -0.76597 1.13530 1.00965 -0.047 0.120 -0.072
H 6.40706 1.24855 0.28234 -0.280 -0.361 0.362
H 6.01385 0.04599 3.10947 0.238 0.284 -0.253
H 0.20474 0.13548 4.12434 -0.110 -0.028 -0.518
H 4.86119 0.65949 0.96010 0.532 -0.016 -0.013
H 0.01157 -2.14131 0.45969 -0.065 0.460 0.263
H 7.57586 0.61331 2.44043 -0.405 0.064 0.056
H -0.81336 -0.12342 -0.75051 0.109 0.027 0.520
H 7.57603 -1.13391 0.45455 -0.248 -0.022 -0.020
H -1.12924 2.02392 0.47673 0.175 -0.430 0.258
H 6.25182 1.78251 2.73908 0.122 -0.342 -0.083
H 0.52061 -2.01186 2.89711 -0.175 0.430 -0.260
H -0.62019 2.15336 2.91415 0.065 -0.457 -0.261
```
Forces are in eV/Å.

**Strongest force on any atom**: 0.58 eV/Å
**Electronic energy**: -710.2045 hartree
**Structure (SMILES)**: c1ccccc1.CCS